Density functional theory data (ωB97M-V/def2-TZVPD) for an isolated molecule of C8H9OP.

Last column: Mulliken charge in e.
CARTESIAN COORDINATES (ANGSTROEM)
C1 2.8032 0.0382 -0.1181  -0.39
C2 2.0081 -0.3465 -1.1381  -0.32
C3 2.2989 0.7223 0.9644  -0.24
C4 0.5985 -0.1402 -1.1322  -0.49
C5 0.9572 1.0384 1.0079  -0.45
C6 0.1217 0.6682 -0.1237  0.09
C7 -2.1549 -1.5079 1.1261  -0.53
C8 -2.3974 -0.7333 0.0887  -0.32
O1 -2.4947 1.3674 -1.3269  -0.51
P1 -2.0810 1.0693 0.2608  0.19
H1 3.7597 -0.5226 -0.0063  0.24
H2 2.3335 -0.9344 -2.0153  0.29
H3 2.9587 0.8552 1.8288  0.33
H4 -0.0376 -0.4796 -1.8782  0.47
H5 0.4096 1.4674 1.8355  0.33
H6 -2.4001 -2.4971 0.9119  0.27
H7 -1.7462 -1.2523 2.1674  0.21
H8 -2.7787 -1.0651 -0.7797  0.52
H9 -2.1585 2.2525 -1.6728  0.32

2S+1 = 1
Energy relative to the best compared isomer or geometry (same formula, charge and spin) = 150.0 kJ/mol
Orbital gap = 0.335 Ha
SMILES = C=CP(O)c1ccccc1
E = -726.7446 Ha